[1]
108
Properties=species:S:1:pos:R:3 method="wB97M-V/def2-TZVPD" charge=+3 spin_multiplicity=1 energy_ev=-137571.4943
W -0.2697 0.2308 0.1221
C -3.4295 -4.4562 -2.9715
C -2.6472 -3.7602 -1.9013
C -1.7263 -4.4673 -1.1221
C -0.9743 -3.8144 -0.1516
C -0.1265 -4.5218 0.8150
N 1.0866 -4.9117 0.6676
C 2.0097 -4.5798 -0.4183
C 2.9128 -3.4178 0.0240
C 3.7584 -2.9470 -1.1588
N 4.9494 -2.1785 -0.8198
C 5.1507 -0.9493 -0.4158
C 4.4201 0.1267 0.1572
C 5.3275 1.1404 0.5906
C 5.0332 2.1599 1.4725
C 6.0287 3.2020 1.8675
C 3.7901 2.0532 2.0853
C 2.8131 1.1769 1.6242
C 1.7309 0.8238 2.4913
N 0.6742 0.1805 2.1389
C -0.0864 -0.4596 3.2223
C -1.0101 0.5474 3.8765
C -1.5943 1.5471 2.8839
N -1.7190 1.1706 1.4277
C -2.2772 -0.2919 -0.2850
C -2.1560 -1.7416 -0.6334
C -2.8676 -2.4131 -1.6255
C -1.1263 -2.4297 0.0211
O -0.1997 -1.7160 0.6684
C 3.0152 0.3104 0.4934
O 2.0296 -0.2801 -0.0708
H -2.9899 -5.4189 -3.2212
H -3.4660 -3.8525 -3.8776
H -4.4564 -4.6309 -2.6496
H -1.6174 -5.5330 -1.2713
H -0.5640 -4.7567 1.7852
H 1.4991 -5.4235 1.4443
H 1.4101 -4.3444 -1.2947
H 2.5904 -5.4787 -0.6272
H 3.5616 -3.7540 0.8358
H 2.2938 -2.5954 0.3879
H 3.1716 -2.3443 -1.8447
H 4.1293 -3.8070 -1.7175
H 5.8089 -2.6523 -1.0636
H 6.2136 -0.7281 -0.4458
H 6.3472 1.0786 0.2305
H 6.9704 3.0657 1.3413
H 6.2292 3.1639 2.9378
H 5.6563 4.1995 1.6351
H 3.5677 2.6652 2.9520
H 1.9039 0.9899 3.5580
H 0.6014 -0.8953 3.9500
H -0.6454 -1.2753 2.7712
H -0.4575 1.1381 4.6096
H -1.7835 0.0229 4.4344
H -0.9937 2.4572 2.8577
H -2.6007 1.8475 3.1815
H -3.0202 0.2668 -0.8452
H -3.6211 -1.8771 -2.1911
C -4.4407 0.1675 3.4475
Si -3.8465 -0.8468 2.0006
C -3.3497 -2.5673 2.5284
C -5.1499 -0.8380 0.6713
N -2.3296 -0.1014 1.1716
C -2.1521 2.3964 0.7943
C -3.3945 2.9676 0.9530
C -3.5959 4.2494 0.4549
C -2.5244 4.9309 -0.0986
C -1.2765 4.3349 -0.2470
C -1.0745 3.0180 0.1564
N 0.0388 2.1621 -0.1829
Si 1.2826 3.0270 -1.2922
C 2.6259 1.9001 -1.9429
C 0.4150 3.6957 -2.8216
C 2.0546 4.3695 -0.2406
H -5.3221 -0.3771 3.7952
H -4.7894 1.1645 3.1855
H -3.7717 0.2367 4.3000
H -4.0982 -2.9562 3.2180
H -2.3934 -2.5856 3.0511
H -3.3000 -3.2469 1.6803
H -6.0953 -1.1214 1.1377
H -4.9615 -1.5553 -0.1224
H -5.3032 0.1442 0.2237
H -4.1906 2.4330 1.4544
H -4.5647 4.7180 0.5308
H -2.6565 5.9451 -0.4457
H -0.4975 4.9108 -0.7148
H 2.3229 0.8749 -2.1488
H 3.5122 1.8938 -1.3153
H 2.9203 2.3485 -2.8927
H 0.7060 3.0997 -3.6873
H 0.7748 4.7107 -3.0000
H -0.6677 3.7387 -2.8017
H 2.5767 3.9538 0.6190
H 1.3563 5.1180 0.1269
H 2.7950 4.8923 -0.8485
Cl 0.8067 -2.1703 -2.2532
C 0.1584 -0.7606 -2.9792
C -0.4758 0.1917 -2.1749
C -1.2647 1.0776 -2.9523
Cl -2.4123 2.1799 -2.2740
C -1.2026 1.1551 -4.3483
Cl -2.0806 2.3523 -5.2014
C -0.4192 0.2610 -5.0733
Cl -0.3123 0.3537 -6.7724
C 0.2264 -0.7482 -4.3731
Cl 1.0819 -1.9593 -5.2337



[2]
33
Properties=species:S:1:pos:R:3 method="wB97M-V/def2-TZVPD" charge=0 spin_multiplicity=1 energy_ev=-15698.6258
C -2.2420 -0.4016 -2.7389
C -1.2653 0.0657 -1.6113
C -0.7132 -1.2190 -0.9021
C -1.4498 -1.8770 0.1750
C -1.8529 -0.9413 1.2500
N -0.6029 -0.3676 1.9679
C -0.6187 1.0379 2.2470
N -0.0769 1.8761 1.2140
H -1.6531 -1.3338 -3.0911
H -3.2415 -0.7757 -2.3866
H -2.1641 0.3587 -3.5494
H -0.4783 0.5318 -2.0391
H -1.5712 0.7612 -0.8333
H 0.2842 -0.9879 -0.4738
H -0.5483 -2.0728 -1.5237
H -2.3446 -2.4007 -0.2078
H -0.9165 -2.6717 0.5265
H -2.4074 -1.3911 1.9952
H -2.4709 -0.0962 0.6637
H 0.3082 -0.6803 1.6147
H -1.6115 1.3454 2.5465
H 0.1610 1.2440 3.1356
H -0.2999 2.8542 1.2478
H 0.0105 1.4924 0.3836
H 3.7515 -0.1768 0.1994
H 2.3951 -0.9224 0.5654
O 3.2417 -0.8948 -0.0463
H 1.6038 1.0410 1.2420
H 2.0809 1.1912 2.5885
O 2.2723 0.6552 1.7407
H 1.7993 2.1090 -3.4138
H 2.6630 0.8485 -2.7852
O 1.7685 1.3878 -2.8440



[3]
200
Properties=species:S:1:pos:R:3 method="wB97M-V/def2-TZVPD" charge=0 spin_multiplicity=1 energy_ev=-142761.3732
C 7.7526 0.7872 7.5036
O 9.1290 0.3557 7.2417
O 7.7754 2.0745 8.0290
C 6.9481 0.4091 6.2337
F 5.7731 0.8883 6.2630
F 7.5429 0.6207 5.0522
F 6.7281 -0.8611 6.2554
C 9.5588 -1.0079 7.5486
C 10.9481 -1.1060 6.9021
H 11.0201 -0.8315 5.8497
H 11.6055 -0.3952 7.4028
H 11.4847 -1.9413 7.3520
H 8.9217 -1.8117 7.1796
H 9.6668 -1.3355 8.5826
H 7.5779 0.2207 8.4183
C -0.8532 11.3029 -2.1539
O 0.4200 11.2163 -2.7865
O -1.6742 12.3267 -2.7487
C -1.4336 9.7884 -2.0595
F -1.9566 9.3596 -3.2300
F -0.6246 8.8346 -1.6803
F -2.5211 9.6817 -1.3197
C 0.9377 12.2484 -3.6081
C 1.9983 11.4493 -4.4124
H 2.8274 11.1276 -3.7822
H 1.6038 10.5658 -4.9142
H 2.3778 12.1432 -5.1625
H 1.3901 13.1256 -3.1456
H 0.2317 12.6838 -4.3152
H -0.4994 11.4872 -1.1395
C 1.6593 -1.3317 -6.5799
O 1.9592 0.0641 -6.5974
O 1.9063 -1.7779 -5.2636
C 0.2231 -1.6420 -7.2074
F 0.2314 -1.6946 -8.5484
F -0.3079 -2.7735 -6.7249
F -0.6208 -0.6973 -6.8690
C 3.1775 0.5773 -7.1043
C 3.0067 2.0575 -6.8838
H 3.9231 2.6401 -6.9778
H 2.2367 2.5665 -7.4636
H 2.6917 2.3344 -5.8777
H 3.3990 0.3381 -8.1444
H 4.0053 0.2553 -6.4725
H 2.3928 -1.8817 -7.1695
C 0.9248 -4.7130 4.7142
O 0.8311 -6.1278 4.8650
O 1.0372 -4.6824 3.3084
C -0.2102 -3.8267 5.4246
F -0.1656 -3.9015 6.7180
F -0.1464 -2.5480 5.1499
F -1.3859 -4.3611 5.0553
C 1.0945 -6.7441 6.1327
C 1.3550 -8.2259 5.8404
H 1.5514 -8.7863 6.7545
H 0.7588 -8.8267 5.1537
H 2.3569 -8.3010 5.4178
H 0.2657 -6.7306 6.8405
H 2.0355 -6.3893 6.5531
H 1.8663 -4.3817 5.1521
C -8.3735 4.7032 -8.7709
O -7.2987 4.8034 -7.9002
O -9.1958 5.6787 -8.1710
C -7.9506 4.7953 -10.3076
F -8.2118 3.6401 -10.8994
F -8.6111 5.6377 -11.0893
F -6.6426 5.0349 -10.6163
C -6.4566 3.7153 -7.6662
C -5.2095 4.2494 -7.0352
H -4.5300 3.4542 -6.7287
H -4.9189 5.1481 -7.5792
H -5.5182 4.7039 -6.0938
H -6.0613 3.3553 -8.6161
H -6.8225 2.9027 -7.0386
H -8.7042 3.6727 -8.6407
C 6.6888 -5.7123 1.1181
O 6.5859 -6.7985 0.2158
C 6.7814 -6.7119 -1.1952
C 5.6841 -5.9718 -2.0128
N 4.2439 -6.4363 -1.6041
H 4.0582 -6.0922 -0.6729
H 3.5805 -5.9626 -2.2005
C 4.0182 -7.9778 -1.6241
C 3.2779 -8.2985 -2.9499
O 3.8462 -7.6369 -4.0394
C 2.8592 -7.6264 -5.1053
H 7.4003 -5.0240 0.6620
H 7.2495 -6.0251 1.9989
H 5.7275 -5.3199 1.4498
H 7.1340 -7.6642 -1.5914
H 7.7395 -6.1930 -1.2245
H 5.6577 -6.0999 -3.0950
H 5.6213 -4.8966 -1.8450
H 3.2509 -8.0198 -0.8512
H 4.8929 -8.5717 -1.3589
H 2.2219 -8.0513 -2.8414
H 3.3005 -9.3649 -3.1743
H 3.2606 -6.9259 -5.8376
H 1.9269 -7.1851 -4.7529
H 2.6539 -8.6270 -5.4855
C -7.4713 -6.0871 3.0022
O -6.5095 -6.0506 2.0565
C -5.3882 -6.9624 2.2254
C -4.4089 -7.0106 0.9796
N -4.3147 -5.6036 0.3265
H -4.9309 -5.0459 0.9004
H -3.3498 -5.3944 0.5393
C -4.4644 -5.3738 -1.2282
C -6.0179 -5.3770 -1.5786
O -6.5949 -6.6037 -1.1117
C -7.9384 -6.7124 -0.7985
H -8.2791 -5.4885 2.5812
H -7.1627 -5.6910 3.9696
H -7.9489 -7.0617 3.1026
H -5.7855 -7.9695 2.3522
H -4.9428 -6.5932 3.1493
H -4.7823 -7.6396 0.1715
H -3.4010 -7.3437 1.2269
H -3.8118 -6.1296 -1.6652
H -3.9011 -4.4460 -1.3282
H -6.0557 -5.2144 -2.6558
H -6.4837 -4.5309 -1.0734
H -8.2319 -7.7563 -0.6882
H -8.4946 -6.3433 -1.6602
H -8.1183 -6.1401 0.1115
C 4.5098 1.4969 -0.6397
O 3.2291 2.0856 -1.0953
C 2.4830 2.7180 -0.0254
C 1.4657 1.8619 0.7205
N 0.8054 0.9545 -0.3865
H 1.4745 0.4130 -0.9149
H 0.4226 0.1988 0.1634
C -0.1862 1.6998 -1.2744
C -1.4581 2.1289 -0.5850
O -2.1572 0.8941 -0.3994
C -3.1780 0.9519 0.6614
H 4.8918 1.1277 -1.5915
H 4.3236 0.6144 -0.0276
H 5.1642 2.2002 -0.1247
H 1.8916 3.5597 -0.3859
H 3.2005 3.0191 0.7379
H 0.6779 2.4297 1.2155
H 1.8919 1.1768 1.4534
H -0.3835 0.9431 -2.0337
H 0.4547 2.4141 -1.7911
H -2.1214 2.9120 -0.9523
H -1.1656 2.5000 0.3973
H -4.1470 1.2561 0.2656
H -2.8529 1.5460 1.5154
H -3.2243 -0.1299 0.7872
C 15.2228 7.3879 5.5960
O 13.9159 6.8988 5.4036
C 13.6081 5.7406 6.2132
C 12.0849 5.2752 5.9542
N 11.1660 6.3772 6.4211
H 10.3240 5.9213 6.7423
H 11.4632 6.7927 7.2924
C 10.7538 7.5370 5.3960
C 9.6411 7.0436 4.5000
O 8.9330 8.2253 4.0267
C 7.9509 7.9654 3.0150
H 15.9055 6.6920 5.1085
H 15.4993 7.4680 6.6473
H 15.3884 8.4134 5.2659
H 13.9105 5.8996 7.2483
H 14.1812 4.9870 5.6733
H 11.8769 4.3783 6.5376
H 11.9327 5.0163 4.9064
H 11.5785 7.9646 4.8258
H 10.4241 8.4555 5.8814
H 9.0190 6.3460 5.0608
H 10.0647 6.4661 3.6783
H 7.6208 8.8975 2.5563
H 7.1489 7.4248 3.5177
H 8.2359 7.3273 2.1785
C -11.9662 -0.5901 -1.6834
O -11.7489 0.0285 -0.4352
C -12.5245 1.2368 -0.2898
C -13.9818 0.8680 0.1122
N -13.9276 -0.1663 1.2573
H -13.2004 -0.8646 1.1971
H -13.6766 0.2805 2.1277
C -15.2880 -0.9007 1.4211
C -15.4760 -1.9223 0.4139
O -14.3322 -2.8067 0.3926
C -14.5145 -3.9675 -0.4710
H -11.6468 -1.6206 -1.5283
H -11.2402 -0.1268 -2.3516
H -12.9032 -0.6892 -2.2314
H -12.5822 1.9942 -1.0715
H -12.1724 1.7041 0.6299
H -14.3678 0.3110 -0.7416
H -14.7162 1.6465 0.3189
H -16.0251 -0.1218 1.2259
H -15.3552 -1.2383 2.4553
H -15.3973 -1.4643 -0.5721
H -16.3987 -2.4969 0.4945
H -15.5068 -4.4040 -0.3567
H -13.6336 -4.6093 -0.4599
H -14.3583 -3.5816 -1.4784



Values of HOMO level, in order: -0.561; -0.329; -0.143, all in Ha.
Values of energy above the lowest of the compared OMol25 structures with the same formula, charge and spin, in order: 49.6; 76.1; 507.0, all in kcal per mole.
Values of max |F|, in order: 2.55; 5.44; 5.03, all in eV/A.